--- 1 ---
Formula: C2H4ClIN2
Source: the OMol25 dataset
Level of theory: wB97M-V/def2-TZVPD

Results
HOMO (alpha / beta)	-9.4328 / -9.4315	eV
charge	0
frontier orbital gap (alpha / beta)	0.293 / 0.293	Ha

Geometry as XYZ:
```
10
C2H4ClIN2 | the OMol25 dataset | wB97M-V/def2-TZVPD
H -1.79 1.51 0.66
N -0.91 0.92 0.74
N -0.82 0.15 -0.24
C 0.46 -0.11 -0.48
C 1.44 0.55 0.15
I 3.44 0.21 -0.14
H 0.66 -0.99 -1.13
H 1.32 1.45 0.69
Cl -2.10 -2.49 -0.09
H -1.70 -1.19 -0.16
```

---

--- 2 ---
Formula: C2H4ClIN2
Source: the OMol25 dataset
Level of theory: wB97M-V/def2-TZVPD

Results
HOMO	-9.0475	eV
charge	0
frontier orbital gap	0.339	Ha

Geometry as XYZ:
```
10
C2H4ClIN2 | the OMol25 dataset | wB97M-V/def2-TZVPD
C 0.37 -0.73 0.53
C -0.59 -0.08 -0.49
N 1.05 0.59 0.52
N 0.00 1.17 -0.33
Cl 1.27 -2.01 -0.08
I -2.76 -0.01 -0.04
H 0.05 -0.90 1.48
H -0.54 -0.81 -1.89
H 0.83 1.04 1.45
H 0.32 1.74 -1.16
```

---

Which is most stable? The ranking, best first, is 1, 2.

---

--- 1 ---
Formula: CH10NO2
Source: the OMol25 dataset
Level of theory: wB97M-V/def2-TZVPD

Results
HOMO	-16.0136	eV
charge	+1
frontier orbital gap	0.467	Ha

Geometry as XYZ:
```
14
CH10NO2 | the OMol25 dataset | wB97M-V/def2-TZVPD
C 0.13 1.19 0.96
N 0.66 0.06 0.13
H 0.78 1.39 1.80
H 0.01 2.12 0.39
H -0.92 0.98 1.16
H 1.67 -0.12 0.11
H 0.40 0.20 -0.85
H 0.18 -0.80 0.42
H 0.09 0.57 -2.91
H -1.09 1.57 -3.01
O -0.56 1.10 -2.39
H -0.08 -3.40 1.21
H -0.87 -2.36 1.90
O -0.41 -2.50 1.08
```

---

--- 2 ---
Formula: CH10NO2
Source: the OMol25 dataset
Level of theory: wB97M-V/def2-TZVPD

Results
HOMO	-15.5532	eV
charge	+1
frontier orbital gap	0.157	Ha

Geometry as XYZ:
```
14
CH10NO2 | the OMol25 dataset | wB97M-V/def2-TZVPD
C 2.06 -0.97 -0.11
N -2.03 -0.68 0.88
H 2.09 -1.01 0.98
H 2.26 -1.91 -0.61
H 1.08 -0.48 -0.34
H 2.82 -0.26 -0.45
H -1.56 -0.43 0.03
H -2.20 0.18 1.40
H -0.47 1.25 -0.25
H -0.61 2.75 0.49
O -0.82 1.81 0.50
H -2.81 -1.34 0.86
H 0.45 0.70 -2.00
O -0.25 0.38 -1.38
```

---

Which is most stable? The ranking, best first, is 1, 2.

---

--- 1 ---
Formula: CH3FOS
Source: the OMol25 dataset
Level of theory: wB97M-V/def2-TZVPD

Results
HOMO	-9.8583	eV
charge	0
frontier orbital gap	0.380	Ha

Geometry as XYZ:
```
7
CH3FOS | the OMol25 dataset | wB97M-V/def2-TZVPD
C 2.02 -0.04 -0.19
O 1.46 -1.12 0.16
F 1.26 1.04 0.26
S -1.46 -0.01 -0.45
H -1.78 1.14 -1.08
H 0.68 -0.94 0.62
H -2.19 -0.07 0.68
```

---

--- 2 ---
Formula: CH3FOS
Source: the OMol25 dataset
Level of theory: wB97M-V/def2-TZVPD

Results
HOMO (alpha / beta)	-9.1211 / -9.0756	eV
charge	0
frontier orbital gap (alpha / beta)	0.303 / 0.326	Ha

Geometry as XYZ:
```
7
CH3FOS | the OMol25 dataset | wB97M-V/def2-TZVPD
C -1.25 0.05 -0.01
O 2.01 -1.13 0.55
F 1.74 1.27 0.12
S 1.49 -0.27 -0.46
H -1.58 -0.40 -0.98
H -1.03 1.13 0.05
H -1.38 -0.65 0.72
```

---

Which is most stable? The ranking, best first, is 1, 2.

---

--- 1 ---
Formula: C20H32N4RuS3
Source: the OMol25 dataset
Level of theory: wB97M-V/def2-TZVPD

Results
HOMO (alpha / beta)	-20.0039 / -19.9448	eV
multiplicity	5
⟨S²⟩	6.02
charge	+4
frontier orbital gap (alpha / beta)	0.264 / 0.175	Ha

Geometry as XYZ:
```
60
C20H32N4RuS3 | the OMol25 dataset | wB97M-V/def2-TZVPD
Ru 0.26 -0.30 0.11
C 0.93 -2.81 2.90
C 0.56 -1.47 3.53
S 0.38 -0.01 2.42
C 1.86 1.03 2.61
C 3.06 0.43 1.93
S 2.61 0.01 0.20
C 3.28 -1.67 -0.09
C 2.47 -2.81 0.51
S 2.63 -2.98 2.31
H 0.23 -3.11 2.13
H 0.83 -3.54 3.70
H 1.31 -1.14 4.26
H -0.39 -1.52 4.06
H 2.05 1.20 3.68
H 1.58 1.99 2.18
H 3.40 -0.50 2.39
H 3.89 1.14 1.88
H 4.30 -1.62 0.30
H 3.36 -1.75 -1.18
H 2.84 -3.73 0.05
H 1.41 -2.74 0.25
C 1.10 -0.55 -4.15
C 0.18 -1.50 -4.55
C -0.68 -2.07 -3.61
C -0.59 -1.68 -2.29
N 0.33 -0.75 -1.90
C 1.14 -0.20 -2.81
C -1.47 -2.20 -1.22
C -2.38 -3.22 -1.39
C -3.17 -3.62 -0.33
C -3.04 -2.98 0.90
C -2.11 -1.98 1.02
N -1.33 -1.59 0.00
H 1.78 -0.08 -4.85
H 0.12 -1.81 -5.59
H -1.41 -2.80 -3.92
H 1.85 0.53 -2.45
H -2.47 -3.72 -2.35
H -3.89 -4.43 -0.46
H -3.66 -3.26 1.75
H -1.99 -1.45 1.96
C -2.07 4.33 -3.06
C -2.49 4.07 -1.61
C -2.60 5.42 -0.84
C -3.76 3.25 -1.49
N -1.36 3.39 -0.94
N -1.44 2.34 -0.07
H -2.82 4.99 -3.51
H -2.04 3.41 -3.63
H -1.11 4.84 -3.12
H -3.42 5.96 -1.32
H -1.69 6.02 -0.95
H -2.84 5.27 0.21
H -4.54 3.78 -2.03
H -4.11 3.16 -0.46
H -3.67 2.27 -1.96
H -0.45 3.86 -0.95
H -2.40 1.99 -0.10
H -1.25 2.67 0.88
```

---

--- 2 ---
Formula: C20H32N4RuS3
Source: the OMol25 dataset
Level of theory: wB97M-V/def2-TZVPD

Results
HOMO (alpha / beta)	-20.4080 / -20.4056	eV
multiplicity	5
⟨S²⟩	6.02
charge	+4
frontier orbital gap (alpha / beta)	0.287 / 0.201	Ha

Geometry as XYZ:
```
60
C20H32N4RuS3 | the OMol25 dataset | wB97M-V/def2-TZVPD
Ru -0.38 0.51 -0.08
C 4.44 1.49 2.00
C 4.35 0.94 0.58
S 2.63 0.34 0.34
C 2.63 -1.24 1.25
C 1.73 -1.27 2.49
S 0.25 -0.20 2.44
C 0.65 1.22 3.56
C 2.11 1.61 3.74
S 2.83 2.33 2.25
H 5.24 2.22 2.11
H 4.57 0.72 2.75
H 5.06 0.14 0.39
H 4.50 1.72 -0.17
H 3.65 -1.49 1.52
H 2.31 -1.99 0.52
H 2.29 -0.99 3.38
H 1.36 -2.28 2.67
H 0.23 0.95 4.53
H 0.07 2.05 3.16
H 2.75 0.81 4.10
H 2.14 2.40 4.51
C -4.75 0.23 -0.35
C -5.13 1.57 -0.42
C -4.14 2.54 -0.38
C -2.81 2.17 -0.31
N -2.45 0.86 -0.23
C -3.41 -0.07 -0.24
C -1.69 3.11 -0.38
C -1.81 4.48 -0.58
C -0.67 5.25 -0.76
C 0.57 4.63 -0.76
C 0.64 3.27 -0.52
N -0.46 2.53 -0.32
H -5.49 -0.56 -0.38
H -6.17 1.84 -0.50
H -4.42 3.59 -0.41
H -3.12 -1.11 -0.13
H -2.79 4.94 -0.60
H -0.75 6.31 -0.94
H 1.48 5.19 -0.93
H 1.58 2.75 -0.50
C -0.60 -3.59 -3.91
C -0.49 -3.57 -2.38
C -1.65 -4.47 -1.79
C 0.86 -4.08 -1.88
N -0.80 -2.25 -1.91
N -0.51 -1.80 -0.62
H -0.50 -4.61 -4.26
H 0.21 -3.01 -4.36
H -1.55 -3.19 -4.26
H -1.46 -5.49 -2.15
H -2.63 -4.16 -2.16
H -1.64 -4.47 -0.70
H 1.09 -5.01 -2.39
H 0.88 -4.30 -0.81
H 1.66 -3.38 -2.14
H -1.59 -1.78 -2.36
H 0.34 -2.30 -0.34
H -1.25 -2.08 0.03
```

---

Which is most stable? The ranking, best first, is 1, 2.

---

--- 1 ---
Formula: CH3O2
Source: the OMol25 dataset
Level of theory: wB97M-V/def2-TZVPD

Results
HOMO	-17.7929	eV
charge	+1
frontier orbital gap	0.418	Ha

Geometry as XYZ:
```
6
CH3O2 | the OMol25 dataset | wB97M-V/def2-TZVPD
C 1.64 -0.24 0.34
O -0.60 0.51 0.21
O 2.53 0.31 -0.04
H -0.78 1.46 0.11
H -1.27 0.04 -0.30
H 0.86 -0.85 0.78
```

---

--- 2 ---
Formula: CH3O2
Source: the OMol25 dataset
Level of theory: wB97M-V/def2-TZVPD

Results
HOMO	-18.6516	eV
charge	+1
frontier orbital gap	0.418	Ha

Geometry as XYZ:
```
6
CH3O2 | the OMol25 dataset | wB97M-V/def2-TZVPD
C -0.89 0.08 -0.08
O 1.39 0.24 -0.10
O 0.26 -0.43 -0.02
H -1.69 -0.60 0.29
H -1.08 1.19 -0.29
H 2.00 -0.47 0.21
```

---

Which is most stable? The ranking, best first, is 1, 2.

---

--- 1 ---
Formula: C3H9N3O2
Source: the OMol25 dataset
Level of theory: wB97M-V/def2-TZVPD

Results
HOMO	-10.0678	eV
charge	0
frontier orbital gap	0.398	Ha

Geometry as XYZ:
```
17
C3H9N3O2 | the OMol25 dataset | wB97M-V/def2-TZVPD
C -1.77 0.60 1.30
N -1.23 -0.18 0.22
N -2.23 -0.64 -0.68
N -1.47 0.37 -1.24
H -2.20 -0.08 2.05
H -0.97 1.20 1.74
H -2.57 1.28 0.96
H -2.03 -1.60 -1.00
H -0.78 0.01 -1.92
C 2.13 0.62 0.07
C 2.19 -0.75 -0.59
O 3.14 -1.15 -1.21
O 1.09 -1.50 -0.43
H 3.08 1.13 -0.06
H 1.34 1.21 -0.39
H 1.91 0.52 1.13
H 0.37 -1.03 0.05
```

---

--- 2 ---
Formula: C3H9N3O2
Source: the OMol25 dataset
Level of theory: wB97M-V/def2-TZVPD

Results
HOMO (alpha / beta)	-8.8765 / -8.8808	eV
charge	0
frontier orbital gap (alpha / beta)	0.330 / 0.331	Ha

Geometry as XYZ:
```
17
C3H9N3O2 | the OMol25 dataset | wB97M-V/def2-TZVPD
C -1.73 -1.21 0.25
C 0.15 -0.83 -1.57
C -0.62 -0.39 -0.29
N 0.48 -0.21 0.65
N 2.06 1.71 0.71
N 0.79 1.57 0.76
O 2.67 2.79 0.69
O -0.15 2.35 0.70
H -1.77 -2.11 -0.43
H -1.67 -1.42 1.37
H -2.75 -0.72 0.23
H 0.70 0.05 -1.97
H -0.71 -1.17 -2.20
H 0.86 -1.60 -1.26
H -1.02 0.69 -0.37
H 0.19 -0.42 1.52
H 2.54 0.92 1.21
```

---

Which is most stable? The ranking, best first, is 1, 2.